1.
Below is C23H19Cl2N4O5S3SeY as an isolated structure, with properties calculated with ωB97M-V with the def2-TZVPD basis set.

HOMO-LUMO gap = 6.5 eV
M = 766.4 g/mol
Total charge = -2
Highest occupied orbital energy = -2.36 eV
LUMO = 4.14 eV

Cartesian coordinates (Å):
O 3.048401 -3.199961 0.433306
C 1.056809 -3.486186 -0.811324
N 2.617689 1.509933 0.009357
H 1.482918 -4.471397 -1.001027
H -0.492965 -4.638877 0.270973
N 0.985502 1.378787 2.806637
H -2.085969 -2.431004 -0.291596
H -2.940485 2.926888 -4.826427
Cl -4.818925 1.352876 -0.678423
C -1.273594 -2.922720 -0.816721
C -0.085990 2.021685 3.099538
C -2.735105 2.418360 -3.893272
H 6.037228 -0.485081 5.364099
H -0.227042 3.536412 -1.062516
H -3.398162 4.841755 1.508229
C -3.469656 1.547773 -1.779041
C -1.870254 4.330532 0.086997
C -1.695081 -3.879123 -1.936461
C -0.807801 2.741768 2.037115
N 1.846673 1.231187 3.853594
C -2.188705 1.075169 -1.407406
Y 0.969068 0.027251 0.605250
O -0.558924 -3.639072 2.443699
C 0.456835 -2.862738 -2.076600
H -0.327652 2.226440 4.140008
H -2.392388 3.429236 3.304022
C 5.392371 -0.419405 4.485421
C -0.225966 -3.597895 0.096551
H 5.948831 -0.015073 3.642347
C -3.744918 2.194534 -2.969814
C 3.490042 1.735212 -0.727697
O 0.105321 -1.701208 1.551936
C -0.414760 -3.895554 -2.810570
H -0.633584 2.145194 -4.277065
C -1.946273 3.483985 2.318890
C -2.495294 4.272352 1.320730
O 2.148342 -1.370681 -0.514750
H 5.023997 -1.407820 4.219788
S 4.032930 0.661696 4.940572
C 2.854605 0.399495 3.624963
N -0.241233 2.748070 0.825811
H 0.068825 -4.874451 -2.836315
H -2.248630 4.948046 -0.716866
C -0.740078 3.543748 -0.106894
C -0.212460 -2.952258 1.492343
S -1.889698 0.289652 0.095471
H -1.983716 -4.862956 -1.562290
C -1.455085 1.982932 -3.591535
H -0.618020 -3.587571 -3.836620
H -4.757373 2.526106 -3.161439
S 3.043400 -0.808155 2.480205
Se 4.803768 2.124560 -1.908748
C -1.209547 1.336861 -2.392055
O -0.506588 -1.952591 -1.539940
H 1.170002 -2.320805 -2.691159
C 2.188214 -2.641672 -0.224682
Cl 0.457892 0.886970 -2.127612
H -2.537744 -3.451209 -2.480982

Atomic forces in eV per Å
O 0.1 0.0 0.0
C -0.2 0.0 0.1
N 0.7 0.4 -0.4
H -0.1 0.0 0.0
H 0.1 0.0 0.0
N 0.2 -0.1 0.5
H 0.0 0.1 0.0
H 0.0 0.0 0.0
Cl 0.2 0.0 -0.1
C 0.1 0.0 0.0
C -0.1 0.3 -0.4
C 0.0 0.0 0.0
H 0.0 0.0 0.0
H 0.0 0.0 0.0
H 0.0 0.0 0.0
C -0.1 0.0 0.0
C 0.1 0.0 0.0
C 0.0 -0.1 0.0
C 0.1 -0.2 0.2
N 0.0 -0.2 -0.4
C 0.0 0.0 0.0
Y -0.6 0.4 0.6
O -0.1 0.0 0.0
C 0.0 0.0 0.1
H 0.0 0.1 0.0
H 0.0 0.0 0.0
C 0.0 -0.1 0.0
C 0.1 0.0 -0.1
H 0.0 0.0 0.0
C 0.0 0.0 0.0
C 0.3 0.3 -0.3
O -0.4 -0.7 0.0
C 0.0 -0.1 0.1
H 0.0 0.0 0.0
C -0.1 0.1 0.0
C 0.0 0.0 0.0
O 0.2 -0.8 -0.1
H 0.0 0.0 0.0
S 0.0 0.0 0.0
C -0.4 -0.1 0.4
N 0.3 0.0 -0.1
H 0.0 0.0 0.0
H 0.0 0.0 0.0
C -0.1 -0.1 0.0
C 0.1 0.2 0.1
S -0.2 0.0 -0.1
H 0.0 0.0 0.0
C -0.1 0.0 0.0
H 0.0 0.0 0.0
H 0.0 0.0 0.0
S 0.2 0.4 -0.1
Se -0.2 0.0 0.2
C 0.1 0.0 -0.1
O -0.1 -0.1 -0.1
H 0.0 0.0 0.0
C 0.0 0.3 -0.2
Cl -0.2 0.1 -0.1
H 0.0 0.0 0.0

Results of the natural (NBO) charge analysis, in e, for atoms 1 through 8: -0.646, -0.330, -0.688, 0.215, 0.216, -0.253, 0.235, 0.201

***

2.
Below is an isolated molecule of C3H7NO2S at a distorted geometry, with properties calculated with ωB97M-V with the def2-TZVPD basis set.

HOMO-LUMO gap = 9.8 eV
M = 121.2 g/mol
SMILES = N[C@H](CS)C(=O)O
Total charge = 0
Highest occupied orbital energy = -9.20 eV
LUMO = 0.57 eV

Cartesian coordinates (Å):
N -0.173765 1.741280 -0.032342
C -0.945909 -0.659651 -0.110890
O 2.295257 0.750011 1.394227
H -0.781881 1.794256 0.777695
O 1.098124 -1.149902 1.483613
H -1.862378 0.741367 -1.917908
H -0.545125 -1.651654 -0.056019
H -1.591054 -0.295212 0.701419
S -1.780297 -0.595207 -1.750048
C 1.345010 0.140546 1.026962
H 0.860956 0.013043 -0.948247
C 0.273154 0.350149 -0.095009
H 0.627057 2.341026 0.119359
H 1.751428 -1.309449 2.180361

Atomic forces in eV per Å
N -0.1 -0.7 -0.8
C 0.8 2.6 -0.3
O -0.1 1.1 -0.1
H 0.1 0.3 0.0
O 0.6 0.8 0.6
H 0.1 -0.2 0.3
H -0.3 -0.5 0.5
H -0.1 -0.9 -0.2
S 0.1 0.1 0.3
C -1.6 -3.3 -0.5
H 0.0 0.9 -0.7
C 0.5 -0.2 0.9
H -0.1 0.1 0.0
H 0.1 -0.2 0.0

Results of the natural (NBO) charge analysis, in e, for atoms 1 through 8: -0.825, -0.498, -0.574, 0.354, -0.717, 0.145, 0.249, 0.209

***

3.
Below is a 2-piece molecular cluster, C5H8O overall, with properties calculated with ωB97M-V with the def2-TZVPD basis set.

HOMO-LUMO gap = 10.8 eV
M = 84.1 g/mol
SMILES = C#C[C@H](C)C=O.[H][H]
Total charge = 0
Highest occupied orbital energy = -9.85 eV
LUMO = 0.90 eV

Cartesian coordinates (Å):
H -2.205317 0.545937 0.099546
H -0.225125 -0.175503 -2.376822
H -1.458484 -1.515187 0.951987
C 1.257225 0.442787 0.214648
H 3.426410 0.709733 -0.407842
H -0.100448 -1.850546 -0.148745
C -0.396152 -1.326545 0.765103
H -0.359122 0.553565 -2.363805
H -0.197755 0.590959 1.703876
C 2.406547 0.575160 -0.116233
H 0.169888 -1.761507 1.592348
C -0.107022 0.181099 0.684009
C -1.190798 0.988935 -0.020121
O -1.019847 2.041115 -0.577954

Atomic forces in eV per Å
H 0.1 0.1 -0.1
H 0.0 -0.1 -0.1
H 0.1 0.1 0.0
C 0.4 0.1 0.0
H -0.2 0.0 0.0
H -0.1 0.2 0.1
C 0.0 -0.1 0.0
H 0.1 -0.1 -0.1
H 0.1 -0.1 0.0
C -0.4 0.0 0.1
H -0.1 0.0 -0.1
C 0.1 0.0 0.1
C 0.1 0.4 -0.2
O -0.2 -0.5 0.3

Results of the natural (NBO) charge analysis, in e, for atoms 1 through 8: 0.111, -0.022, 0.211, -0.011, 0.238, 0.222, -0.590, 0.021

***

> Among the records above, which one has the highest LUMO?

C23H19Cl2N4O5S3SeY

***

> The highest highest occupied orbital energy belongs to which entry?

C23H19Cl2N4O5S3SeY